No. 1
Formula: C5H10O
Source: the Open Molecules 2025 dataset
Level of theory: ωB97M-V with the def2-TZVPD basis set

Summary:
E_tot	-7392.2429	eV
LUMO energy	0.9	eV
HOMO level	-9.0	eV
relative energy (zero: lowest compared OMol25 entry of this formula, charge and spin)	58.2	kcal/mol
SMILES string	CC=C1CC1.O
frontier orbital gap	9.944	eV

Element x y z (Å)
C -0.110566 1.733836 0.821543
C 0.243064 0.779871 -0.276644
O 2.410590 0.116226 0.766433
C -0.202913 -0.467868 -0.319049
C -1.355723 -1.250762 0.121678
C -0.688494 -1.485851 -1.245048
H -0.214194 1.221885 1.782194
H -1.084413 2.168290 0.566027
H 0.613388 2.544636 0.931329
H 0.846343 1.158186 -1.101631
H 2.817173 0.240776 -0.099747
H 1.656765 -0.468284 0.564876
H -1.279640 -2.054360 0.851547
H -2.292072 -0.699501 0.154210
H -1.178826 -1.099291 -2.133798
H -0.180482 -2.437791 -1.383918

Force components x, y, z for each atom (eV/Å):
-0.08 0.06 0.03
-0.51 -0.13 -0.25
0.69 -0.46 0.16
-0.41 0.57 -0.31
-0.24 -0.04 0.17
-0.02 -0.12 -0.30
0.02 0.06 -0.15
0.07 0.12 0.15
-0.07 -0.17 -0.03
-0.07 -0.07 0.11
0.08 -0.04 0.19
0.51 0.34 0.22
0.13 0.16 -0.13
-0.03 -0.24 -0.02
-0.06 -0.23 0.04
-0.01 0.18 0.12

Atom charges from the natural (NBO) analysis, given in e for atoms 1 to 8: C -0.6462; C -0.1024; O -0.9412; C -0.1225; C -0.4361; C -0.4247; H 0.2258; H 0.2154

***

No. 2
Formula: C32H66N3NbO3
Source: the Open Molecules 2025 dataset
Level of theory: ωB97M-V with the def2-TZVPD basis set

Summary:
spin multiplicity	4
total charge	-1
E_tot	-46399.6749	eV
LUMO energy (spin up / spin down)	2.0 / 0.9	eV
HOMO level (spin up / spin down)	-4.6 / -4.6	eV
relative energy (zero: lowest compared OMol25 entry of this formula, charge and spin)	141.4	kcal/mol
frontier orbital gap (spin up / spin down)	6.598 / 5.537	eV

Element x y z (Å)
C -3.373210 -5.947066 -1.260925
C -2.125568 -5.264174 -1.385620
Nb -0.243337 -3.908104 -1.250692
C -0.351980 -4.022295 1.051723
C 0.251445 -2.693475 1.805095
C -0.888160 -1.485135 1.860127
H -4.389295 -6.364216 -0.793395
H -1.392048 -2.467130 -1.307512
H 1.227084 -2.802114 -1.181754
H 0.844966 -5.396372 -1.211840
H -0.135372 -3.984815 -3.064200
H -1.491301 -4.204563 1.330200
H 0.225062 -5.011028 1.348995
H 0.431541 -2.993396 2.946455
H 1.255723 -2.366514 1.294076
H -0.437161 -0.564918 2.460910
H -1.855937 -1.833859 2.426190
H -1.207911 -1.106068 0.795519
C -1.580056 -9.263555 -5.101802
C -0.844742 -7.900347 -5.258026
C -1.837441 -6.728198 -5.025730
C -2.806093 -6.507089 -6.182996
C -2.052356 -6.370485 -7.505126
C -1.080555 -7.548683 -7.774352
N -0.184657 -7.841020 -6.606084
O 0.795648 -6.832266 -6.558912
C -1.899520 -8.814311 -8.145469
C -0.277646 -7.241323 -9.080296
C 0.182882 -7.890113 -4.081939
H -1.469902 -9.682623 -4.093838
H -2.656321 -9.184460 -5.277706
H -1.174853 -10.024487 -5.778363
H -1.281001 -5.796175 -4.860066
H -2.417293 -6.901789 -4.107977
H -3.533482 -7.320182 -6.243523
H -3.385597 -5.593513 -6.002963
H -2.780812 -6.285332 -8.322501
H -1.499100 -5.421918 -7.494358
H -1.246578 -9.688395 -8.253366
H -2.418978 -8.680351 -9.102299
H -2.678899 -9.057974 -7.423300
H 0.270870 -6.294013 -9.026647
H -0.948918 -7.156375 -9.943705
H 0.440044 -8.041370 -9.300546
H 0.918000 -8.695315 -4.189455
H -0.320741 -8.034673 -3.117041
H 0.724852 -6.940560 -3.994776
C -0.790459 0.966742 7.033409
C 0.346705 1.568578 6.157006
C 0.978909 2.795108 6.870651
C 0.098077 4.040067 6.845163
C -0.341427 4.366713 5.418648
C -1.007614 3.165525 4.698668
N -0.196472 1.906496 4.797867
O 0.895907 2.033970 3.919648
C -2.423477 2.933316 5.291677
C -1.298025 3.573561 3.217525
C 1.424978 0.439583 6.112350
H -0.441440 0.129212 7.650231
H -1.216296 1.694662 7.729356
H -1.602738 0.558007 6.421790
H 1.940109 3.044168 6.401821
H 1.207873 2.545738 7.916607
H -0.774121 3.914002 7.491117
H 0.658033 4.890385 7.252922
H -1.029818 5.221924 5.445747
H 0.536714 4.704412 4.852240
H -2.885866 2.034502 4.867028
H -3.088396 3.775609 5.064234
H -2.432728 2.840836 6.377814
H -0.396478 3.892054 2.681876
H -1.994460 4.419861 3.172201
H -1.752873 2.744597 2.661112
H 1.040784 -0.457466 5.614349
H 1.729872 0.145280 7.125260
H 2.346133 0.746814 5.602387
C 4.026931 8.064737 1.063081
C 2.960303 7.061023 1.590618
C 3.071386 5.712903 0.826696
C 2.529343 5.769378 -0.597889
C 1.106944 6.327239 -0.617294
C 0.979815 7.690980 0.110081
N 1.595547 7.678637 1.478901
O 0.730773 6.962949 2.327880
C 1.636461 8.798181 -0.757771
C -0.529012 8.100002 0.137741
C 3.386382 6.802525 3.070799
H 4.937280 8.064535 1.675458
H 4.351166 7.838091 0.043743
H 3.661128 9.097474 1.087223
H 2.526634 4.930289 1.371215
H 4.119950 5.384261 0.792909
H 3.180259 6.368284 -1.239373
H 2.525890 4.759720 -1.026182
H 0.776171 6.421375 -1.660237
H 0.437352 5.590341 -0.154025
H 1.643910 9.759400 -0.230513
H 1.080787 8.947507 -1.691705
H 2.657858 8.567690 -1.061008
H -1.162943 7.346299 0.618580
H -0.921312 8.224479 -0.879070
H -0.670635 9.052929 0.662654
H 3.325599 7.719185 3.667746
H 4.423144 6.445257 3.125992
H 2.780186 6.032207 3.562853

Force components x, y, z for each atom (eV/Å):
6.94 4.24 0.44
-9.06 -4.81 0.94
-1.06 -0.17 1.93
-0.12 -0.65 0.71
-1.12 -0.44 0.77
0.65 0.38 0.11
2.86 1.09 -1.43
-0.04 0.33 -0.35
-0.27 -0.17 -0.27
0.22 -0.10 -0.37
0.19 -0.29 -0.38
2.25 0.45 -0.37
-1.06 1.98 -0.28
-0.04 0.78 -2.34
-2.05 -0.42 1.15
-0.95 -1.83 -1.24
1.92 0.47 -1.10
0.71 -0.89 2.01
-0.06 -0.28 -0.37
-0.80 0.11 1.40
0.03 0.07 0.04
0.17 0.03 -0.08
0.03 0.12 0.09
-0.86 0.31 -1.04
0.42 -1.03 -0.26
-0.45 0.25 -0.02
0.01 -0.19 0.33
0.43 0.10 0.60
0.41 0.38 -0.57
0.08 0.41 -0.12
0.10 0.03 -0.10
-0.03 0.22 0.01
0.04 -0.21 0.03
0.34 -0.03 -0.09
-0.03 -0.09 -0.02
0.08 -0.15 0.02
0.22 -0.15 -0.06
0.09 -0.20 0.03
-0.03 0.19 0.10
0.23 0.26 0.13
0.16 0.03 0.05
-0.01 -0.16 0.18
-0.09 -0.08 0.36
-0.10 0.11 0.14
-0.09 0.04 -0.13
-0.15 0.10 -0.42
-0.11 -0.12 -0.16
-0.38 -0.01 0.06
0.12 -1.25 1.40
-0.06 0.18 -0.19
0.01 0.04 -0.14
0.32 -0.18 0.11
-1.76 0.84 -0.45
4.31 1.82 -1.96
-3.08 -0.67 2.12
-0.03 -0.15 0.27
0.67 -0.39 -0.01
0.15 0.34 -0.71
0.19 0.27 -0.20
-0.04 -0.01 -0.15
0.18 0.16 0.04
-0.15 -0.18 -0.13
-0.09 -0.24 -0.26
-0.04 -0.06 0.01
-0.08 -0.11 -0.02
-0.04 -0.28 -0.20
-0.13 -0.20 -0.08
0.16 0.12 0.05
0.32 -0.07 -0.12
0.07 -0.10 -0.06
-0.08 -0.22 0.21
0.11 -0.19 0.35
0.15 0.07 0.17
-0.01 0.19 -0.01
-0.37 0.28 -0.08
-0.37 0.03 -0.09
0.06 0.30 -0.24
1.85 0.16 0.48
-0.28 -0.03 -0.08
-0.13 -0.02 0.02
0.16 -0.19 0.28
-0.73 1.07 -1.54
-2.62 -3.88 1.88
2.20 2.30 -1.99
0.30 0.02 0.00
0.16 -0.36 0.67
-0.79 -0.13 0.07
-0.29 -0.25 -0.03
-0.14 0.08 0.05
-0.04 -0.22 -0.04
-0.02 0.24 0.07
-0.15 0.27 0.21
0.03 0.06 0.01
0.03 0.16 0.07
-0.04 0.24 0.24
0.05 0.23 0.12
0.00 -0.19 -0.01
-0.07 -0.19 0.29
-0.04 0.01 0.14
0.30 0.14 0.07
0.41 -0.06 0.10
0.10 -0.19 -0.03
-0.07 -0.07 -0.14
-0.21 0.17 -0.39
-0.07 0.28 -0.22

Atom charges from the Löwdin analysis, given in e for atoms 1 to 8: C -0.1433; C -0.3908; Nb 1.0165; C -0.4893; C -0.3721; C -0.1810; H 0.0063; H -0.1711

***

No. 3
Formula: C5H5NO
Source: the Open Molecules 2025 dataset
Level of theory: ωB97M-V with the def2-TZVPD basis set

Summary:
E_tot	-8801.0187	eV
LUMO energy	0.7	eV
HOMO level	-10.6	eV
relative energy (zero: lowest compared OMol25 entry of this formula, charge and spin)	55.4	kcal/mol
SMILES string	C#C[C@@H](O)CC#N
frontier orbital gap	11.292	eV

Element x y z (Å)
O 0.081636 0.855394 -1.840646
C -0.068154 0.698857 -0.442372
C -1.177945 -0.357408 -0.210297
C -1.200144 -0.942811 1.129976
N -1.226227 -1.452257 2.166047
C 1.159720 0.319648 0.260226
C 2.104092 -0.018187 0.924125
H 0.982242 0.623048 -2.091170
H -0.404751 1.665912 -0.052971
H -2.149999 0.088424 -0.435658
H -1.023696 -1.154698 -0.941438
H 2.923230 -0.325921 1.534183

Force components x, y, z for each atom (eV/Å):
0.18 -0.02 -0.15
-0.16 0.02 0.25
-0.05 0.01 -0.20
-0.12 -0.40 0.73
0.02 0.50 -0.83
0.48 -0.11 0.28
-0.39 0.13 -0.31
-0.07 0.00 0.03
0.02 -0.13 0.11
0.08 -0.03 0.07
0.05 -0.01 0.12
-0.05 0.05 -0.12

Atom charges from the natural (NBO) analysis, given in e for atoms 1 to 8: O -0.7005; C 0.0417; C -0.5173; C 0.2829; N -0.3126; C -0.0713; C -0.1812; H 0.4870

***

No. 4
Formula: C9H11N3
Source: the Open Molecules 2025 dataset
Level of theory: ωB97M-V with the def2-TZVPD basis set

Summary:
E_tot	-13977.2128	eV
LUMO energy	-0.6	eV
HOMO level	-9.2	eV
relative energy (zero: lowest compared OMol25 entry of this formula, charge and spin)	117.3	kcal/mol
frontier orbital gap	8.658	eV

Element x y z (Å)
C 1.849490 0.584056 0.869752
C -1.445082 2.783789 0.379740
C -0.362041 1.933857 0.343661
C -2.659131 2.400156 -0.110903
C -1.694742 0.500504 -0.889084
C -0.471557 0.697277 -0.298182
C 0.330104 -1.879672 1.060043
C 1.989130 -2.135879 -0.899380
C 0.723889 -1.459112 -0.376932
N 2.707660 1.014071 1.500000
N -2.752875 1.288168 -0.806926
N 0.698687 -0.012865 -0.484755
H -1.489193 3.899003 0.779032
H 0.671998 2.278589 0.566310
H -3.672530 2.958108 -0.121359
H -1.697411 -0.349228 -1.594627
H 1.001841 -1.351795 1.721937
H -0.699341 -1.570063 1.303121
H 0.103880 -2.862056 1.251398
H 3.000214 -1.629312 -0.517638
H 2.043002 -2.024523 -1.944769
H 1.963313 -3.184217 -0.647967
H -0.139305 -1.878856 -1.082471

Force components x, y, z for each atom (eV/Å):
-2.39 -1.73 -3.73
-0.19 3.64 1.79
0.76 1.10 -0.48
-2.60 -0.04 -1.08
0.29 -2.11 -1.56
-0.14 2.51 1.38
-1.08 2.58 -0.95
1.90 1.95 1.64
-2.20 -2.05 -0.17
0.18 0.03 0.32
-0.20 -0.98 -0.24
3.57 0.30 2.30
0.91 -2.58 -0.55
-1.13 -0.09 0.33
2.18 -0.39 0.47
-0.74 0.32 0.37
0.24 -0.50 0.60
0.25 1.07 -0.29
0.96 -2.93 0.21
-2.24 -1.14 -0.35
0.01 0.04 -1.40
0.14 -0.26 0.16
1.50 1.26 1.22

Atom charges from the natural (NBO) analysis, given in e for atoms 1 to 8: C 0.3138; C -0.2417; C -0.1833; C 0.0078; C -0.0031; C 0.0614; C -0.6396; C -0.6130

***

No. 5
Formula: C4H13NO2
Source: the Open Molecules 2025 dataset
Level of theory: ωB97M-V with the def2-TZVPD basis set

Summary:
spin multiplicity	2
total charge	+1
E_tot	-9935.1462	eV
LUMO energy (spin up / spin down)	-3.2 / -8.1	eV
HOMO level (spin up / spin down)	-13.5 / -13.5	eV
relative energy (zero: lowest compared OMol25 entry of this formula, charge and spin)	23.3	kcal/mol
frontier orbital gap (spin up / spin down)	10.268 / 5.361	eV

Element x y z (Å)
N -2.473282 -0.725520 0.907013
C -1.164218 -1.271387 1.185575
C -0.362029 -0.969262 -0.090571
C -1.147305 0.139385 -0.850210
C -2.361923 0.421791 0.025448
H -3.017198 -0.528517 1.749176
H -0.674441 -0.753135 2.022121
H -1.208106 -2.348727 1.359036
H 0.673963 -0.763146 0.160542
H -0.456280 -1.795470 -0.795070
H -0.580911 1.034082 -1.117944
H -1.426972 -0.119319 -1.875089
H -2.238713 1.361610 0.587218
H -3.306688 0.515071 -0.520007
H 2.648476 2.524990 0.840349
H 2.314801 2.555631 -0.673221
O 2.594478 1.976022 0.039665
H 3.700933 0.260842 -0.915614
H 4.721345 -0.815172 -0.951908
O 3.764070 -0.699769 -1.086506

Force components x, y, z for each atom (eV/Å):
1.33 2.42 2.00
0.63 -0.73 -1.81
-0.66 -0.15 -0.99
0.43 0.70 -0.43
-0.31 -0.50 -1.35
-0.79 -0.71 -0.26
-0.66 -0.05 0.37
-0.13 0.09 0.47
0.04 0.10 -0.33
0.64 -0.42 0.49
0.13 0.18 0.93
-0.30 -0.79 0.36
-0.22 -0.34 0.51
-0.03 0.17 0.00
0.06 -0.19 -0.52
0.06 0.22 0.03
-0.12 -0.04 0.41
-0.42 -0.49 -0.02
-0.46 -0.40 -0.17
0.76 0.92 0.31

Atom charges from the natural (NBO) analysis, given in e for atoms 1 to 8: N -0.0842; C -0.3004; C -0.4247; C -0.4350; C -0.2973; H 0.4187; H 0.2782; H 0.2780